Formula: C3H3Br2F
Source: the OMol25 dataset
Level of theory: the ωB97M-V functional and the def2-TZVPD basis

The energy comes out at -145959.627 eV. The calculation puts the HOMO energy at -10.322 eV. As for the orbital gap: 9.29 eV. The calculation puts the energy relative to the best compared isomer or geometry (same formula, charge and spin) at 111.7 kJ/mol.

XYZ file:
```
9
Properties=species:S:1:pos:R:3:lowdin_charge:R:1
C -0.19048 -0.56054 -1.02004 -0.0721
C -0.56992 0.56164 -0.53260 -0.4671
Br 0.45282 2.49354 -1.29378 0.3536
C -1.60250 1.02038 0.46739 -0.6866
F -0.96062 1.32777 1.58853 -0.0307
Br -2.69157 -0.63742 0.96450 0.6518
H 0.59750 -0.87486 -1.84244 0.1237
H -0.63162 -1.55845 -0.58705 0.0800
H -2.21059 1.75730 0.19850 0.0473
```

=====

Formula: C3H3Br2NO
Source: the OMol25 dataset
Level of theory: the ωB97M-V functional and the def2-TZVPD basis

The energy comes out at -146777.095 eV. The calculation puts the HOMO energy at -9.437 eV. As for the orbital gap: 8.77 eV. The calculation puts the energy relative to the best compared isomer or geometry (same formula, charge and spin) at 392.8 kJ/mol.

XYZ file:
```
10
Properties=species:S:1:pos:R:3:lowdin_charge:R:1
O -1.21965 -2.77680 0.59327 0.0032
N -2.23026 -2.18869 0.28288 -0.1963
C -3.14508 -1.42667 0.55935 -0.6009
Br -4.48001 -0.44263 -0.11215 0.7922
C 0.52729 1.16288 1.49251 -0.1176
C -0.66726 0.79500 1.01331 -0.6514
Br -1.47030 2.15815 0.04220 0.6772
H 1.27701 0.53264 1.96148 0.0593
H 0.80242 2.20998 1.52024 0.0361
H -0.93854 -0.20882 0.79664 -0.0020
```

=====

Formula: C3H3Br3Cl6
Source: the OMol25 dataset
Level of theory: the ωB97M-V functional and the def2-TZVPD basis

The energy comes out at -288420.676 eV. The calculation puts the HOMO energy at -10.337 eV. As for the orbital gap: 9.94 eV. The calculation puts the energy relative to the best compared isomer or geometry (same formula, charge and spin) at 44.8 kJ/mol.

XYZ file:
```
15
Properties=species:S:1:pos:R:3:lowdin_charge:R:1
C -0.27701 0.35198 -0.70135 -1.5171
Br -0.92237 1.02348 -2.41037 0.5322
Br -1.97373 -0.22140 0.30106 0.4653
Br 0.69518 1.73446 0.19476 0.6233
H 0.38123 -0.48383 -0.93850 -0.0540
C -1.25292 -3.76902 -2.53474 -1.5534
Cl -2.83691 -3.16724 -2.11740 0.5327
Cl -1.40226 -5.48202 -2.75942 0.5425
Cl 0.10690 -3.41341 -1.39253 0.5048
H -1.01800 -3.30605 -3.49316 0.0150
C 1.70898 3.24128 3.15362 -1.5609
Cl 2.86767 4.44332 2.44782 0.4812
Cl 0.08353 3.80093 2.77003 0.4902
Cl 1.91704 2.92642 4.87025 0.5464
H 1.92274 2.32105 2.60996 -0.0481
```

=====

Formula: C3H3BrCl2
Source: the OMol25 dataset
Level of theory: the ωB97M-V functional and the def2-TZVPD basis

The energy comes out at -98242.026 eV. The calculation puts the HOMO energy (spin up / spin down) at -8.817 / -8.429 eV. As for the orbital gap (spin up / spin down): 9.00 / 7.42 eV. The calculation puts the energy relative to the best compared isomer or geometry (same formula, charge and spin) at 378.2 kJ/mol.

XYZ file:
```
9
Properties=species:S:1:pos:R:3:lowdin_charge:R:1
C -0.31470 0.01126 -0.37288 -0.1202
C 0.64378 0.23463 0.43676 0.0468
C -0.68818 1.28424 2.87633 -1.6352
Cl 0.29377 2.40220 3.75568 0.5109
Cl -2.02030 2.05139 2.04528 0.4974
Br -1.22236 -0.25445 3.86468 0.5854
H -0.18343 -0.41218 -1.36511 0.0550
H -1.34534 0.24751 -0.12341 0.0290
H 1.65146 0.22645 0.76248 0.0310
```